Record 1
Density functional theory data (wB97M-V/def2-TZVPD) for C3H6S2 as an isolated structure.

```
! wB97M-V def2-TZVPD RIJCOSX def2/J DEFGRID3
* xyz 0 1
C -1.739 0.621 -0.742
C -0.291 1.036 0.627
C 1.513 -1.060 -0.001
S -1.340 -0.425 0.770
S 1.360 0.745 0.116
H -2.601 1.200 -0.563
H -1.173 0.256 -1.549
H -0.538 1.871 1.254
H 2.436 -1.296 -0.521
H 0.723 -1.598 -0.440
H 1.649 -1.350 1.049
*
```

Output
Highest occupied orbital energy: -0.2950 Eh

Record 2
Density functional theory data (wB97M-V/def2-TZVPD) for a 3-piece molecular cluster, C23H48FN3O5S overall.

```
! wB97M-V def2-TZVPD RIJCOSX def2/J DEFGRID3
* xyz 0 3
C 8.137 3.263 3.955
N 7.964 3.035 2.486
C 7.610 4.224 1.675
C 6.039 4.570 1.444
C 5.120 4.723 2.790
C 4.156 3.382 3.005
O 2.789 3.732 2.494
S 7.247 1.539 2.038
O 8.417 0.481 1.948
O 6.534 1.481 0.669
F 6.269 0.985 3.368
H 9.129 3.910 4.099
H 7.223 3.713 4.527
H 8.379 2.227 4.497
H 8.134 5.179 2.164
H 8.107 4.105 0.597
H 6.004 5.636 0.905
H 5.456 3.848 0.714
H 5.691 5.050 3.757
H 4.350 5.607 2.561
H 4.033 3.073 4.127
H 4.535 2.528 2.297
H 2.208 2.916 2.470
C -3.527 1.198 0.320
C -2.241 1.800 0.955
C -0.997 1.320 0.158
C -0.650 -0.146 0.411
C -0.519 -0.434 1.903
C -1.744 0.034 2.733
N -2.168 1.436 2.412
O -1.246 2.308 3.021
C -2.935 -0.933 2.511
C -1.402 -0.159 4.249
C -2.413 3.339 0.735
H -3.869 1.790 -0.539
H -3.384 0.189 -0.070
H -4.358 1.182 1.036
H -0.126 1.934 0.421
H -1.159 1.468 -0.917
H -1.402 -0.803 -0.037
H 0.297 -0.384 -0.090
H -0.355 -1.509 2.043
H 0.390 0.060 2.269
H -3.841 -0.563 3.007
H -2.723 -1.925 2.931
H -3.168 -1.111 1.463
H -0.492 0.371 4.548
H -1.229 -1.217 4.481
H -2.226 0.186 4.887
H -3.294 3.716 1.265
H -2.542 3.571 -0.330
H -1.540 3.916 1.062
C -4.693 -2.957 -4.931
C -3.407 -2.354 -4.295
C -2.163 -2.834 -5.092
C -1.816 -4.300 -4.840
C -1.685 -4.588 -3.348
C -2.909 -4.120 -2.517
N -3.334 -2.718 -2.839
O -2.412 -1.846 -2.230
C -4.101 -5.088 -2.739
C -2.568 -4.314 -1.001
C -3.579 -0.816 -4.516
H -5.035 -2.365 -5.789
H -4.550 -3.966 -5.320
H -5.523 -2.972 -4.215
H -1.291 -2.221 -4.829
H -2.324 -2.686 -6.168
H -2.567 -4.957 -5.288
H -0.869 -4.539 -5.340
H -1.521 -5.664 -3.207
H -0.775 -4.094 -2.982
H -5.007 -4.717 -2.244
H -3.889 -6.080 -2.319
H -4.333 -5.266 -3.788
H -1.657 -3.783 -0.702
H -2.395 -5.371 -0.769
H -3.392 -3.968 -0.363
H -4.460 -0.438 -3.985
H -3.708 -0.584 -5.580
H -2.706 -0.238 -4.188
*
```

Output
Highest occupied orbital energy (alpha / beta): -0.3278 / -0.3492 Eh

Record 3
Density functional theory data (wB97M-V/def2-TZVPD) for C19H19ClMoN5O4S2SbSe4 as an isolated structure.

```
! wB97M-V def2-TZVPD RIJCOSX def2/J DEFGRID3
* xyz -2 1
Mo -0.941 0.196 -0.434
Se -2.034 -4.724 2.246
Sb 0.341 -4.843 1.539
Se -1.317 -2.012 -1.265
Se 0.455 -3.514 -0.850
Se 1.771 -3.477 3.069
N -1.037 -1.778 3.305
C -1.363 -1.127 2.206
O -0.495 -0.501 1.533
C -2.762 -1.057 1.705
C -2.814 0.104 0.721
H -0.042 -2.053 3.380
H -1.659 -2.554 3.527
H -3.457 -0.982 2.547
H -2.944 -2.021 1.214
H -2.914 1.054 1.257
H -3.671 0.011 0.059
C -0.442 3.200 3.522
C -0.707 2.156 2.652
N -0.586 2.265 1.327
C -0.191 3.438 0.843
C 0.118 4.546 1.632
C -0.025 4.415 3.005
C 0.499 5.820 1.004
C 1.199 5.969 -0.116
C 1.831 4.872 -0.893
C 1.465 4.609 -2.205
C 2.115 3.566 -2.843
N 3.076 2.860 -2.251
C 3.336 3.184 -0.990
N 2.771 4.150 -0.274
H -0.565 3.052 4.586
H -1.021 1.198 3.035
H -0.165 3.516 -0.231
H 0.186 5.252 3.661
H 0.141 6.719 1.499
H 1.341 6.971 -0.510
H 0.658 5.143 -2.687
H 1.834 3.271 -3.847
H 4.096 2.594 -0.488
Cl 3.572 -0.864 -3.692
C 3.019 -0.822 -2.045
C 3.849 -1.224 -1.015
C 3.339 -1.181 0.264
C 2.042 -0.737 0.469
N 1.257 -0.330 -0.531
C 1.740 -0.387 -1.781
H 4.847 -1.586 -1.224
H 3.896 -1.546 1.115
H 1.612 -0.753 1.455
H 1.083 -0.096 -2.587
O -0.012 1.811 -1.531
S -1.036 2.380 -2.538
O -0.501 2.285 -3.878
O -1.432 3.716 -2.137
S -2.437 0.941 -2.165
*
```

Output
Highest occupied orbital energy (alpha / beta): -0.0448 / -0.0452 Eh

Record 4
Density functional theory data (wB97M-V/def2-TZVPD) for a 2-piece molecular cluster, C23H33OSi overall.

```
! wB97M-V def2-TZVPD RIJCOSX def2/J DEFGRID3
* xyz 1 1
C 5.207 -1.023 -1.147
C 3.779 -0.500 -1.303
C 2.809 -1.278 -0.463
C 2.073 -0.930 0.636
C 1.809 -1.946 1.685
O 2.666 -2.574 -0.894
Si 1.231 -2.991 -1.819
C 1.970 -3.671 -3.390
C 0.369 -4.237 -0.730
C 0.193 -1.466 -2.123
H 5.895 -0.510 -1.823
H 5.561 -0.856 -0.128
H 5.262 -2.091 -1.375
H 3.729 0.558 -1.033
H 3.477 -0.589 -2.359
H 1.696 0.081 0.813
H 1.784 -1.507 2.684
H 0.839 -2.423 1.544
H 2.578 -2.721 1.689
H 1.176 -3.912 -4.108
H 2.646 -2.944 -3.862
H 2.548 -4.584 -3.192
H -0.588 -4.532 -1.177
H 0.984 -5.140 -0.625
H 0.162 -3.859 0.278
H -0.725 -1.696 -2.680
H -0.128 -0.973 -1.199
H 0.716 -0.699 -2.711
C -3.348 1.916 6.000
C -3.107 1.563 4.567
C -2.926 0.215 4.216
C -2.421 -0.135 2.980
C -2.064 0.880 2.029
C -1.306 0.560 0.871
C -1.280 1.393 -0.304
C -1.793 0.960 -1.562
C -1.738 1.786 -2.675
C -1.204 3.081 -2.584
C -0.999 3.892 -3.824
C -0.808 3.568 -1.329
C -0.842 2.745 -0.213
C -2.563 2.199 2.295
C -3.013 2.539 3.563
H -3.151 2.973 6.208
H -4.386 1.699 6.282
H -2.703 1.332 6.671
H -3.146 -0.546 4.965
H -2.248 -1.181 2.719
H -0.782 -0.392 0.845
H -2.218 -0.043 -1.639
H -2.082 1.428 -3.650
H -0.893 4.952 -3.580
H -0.100 3.612 -4.393
H -1.852 3.762 -4.496
H -0.445 4.597 -1.234
H -0.510 3.105 0.765
H -2.524 2.969 1.522
H -3.267 3.580 3.798
*
```

Output
Highest occupied orbital energy: -0.3745 Eh

Record 5
Density functional theory data (wB97M-V/def2-TZVPD) for an isolated ion of composition C9H20ClN2O and charge +1.

```
! wB97M-V def2-TZVPD RIJCOSX def2/J DEFGRID3
* xyz 1 1
C -0.817 3.474 1.501
O -0.423 2.210 0.930
C 0.766 2.349 0.127
C 1.263 0.986 -0.353
C 1.909 1.068 -1.726
C 1.372 -0.121 -2.540
C 0.027 -0.459 -1.938
N 0.041 0.030 -0.496
C -0.013 -1.217 0.733
Cl 1.658 -1.685 0.311
N -0.922 -2.241 0.782
C -2.277 -1.951 1.336
C -0.507 -3.653 1.080
H -1.590 3.257 2.247
H 0.014 4.007 1.984
H -1.224 4.155 0.732
H 0.494 2.968 -0.754
H 1.541 2.917 0.708
H 1.972 0.626 0.409
H 1.562 2.009 -2.196
H 3.022 1.098 -1.686
H 1.261 0.164 -3.591
H 2.056 -0.979 -2.436
H -0.778 0.161 -2.349
H -0.268 -1.516 -2.042
H -0.786 0.539 -0.210
H -0.200 -0.482 1.595
H -2.819 -2.891 1.438
H -2.257 -1.479 2.329
H -2.796 -1.286 0.636
H -1.433 -4.222 1.237
H 0.036 -4.064 0.214
H 0.116 -3.772 1.987
*
```

Output
Highest occupied orbital energy: -0.4786 Eh
SMILES: COC[C@@H]1CCC[N@H+]1[C@H](Cl)N(C)C

Record 6
Density functional theory data (wB97M-V/def2-TZVPD) for C71H64GeInN9O7P2S3Se2 as an isolated structure.

```
! wB97M-V def2-TZVPD RIJCOSX def2/J DEFGRID3
* xyz -2 1
In -0.122 -0.465 0.160
N 2.872 -3.973 0.117
C 2.430 -2.761 -0.316
O 2.794 -1.738 0.227
C 1.512 -2.792 -1.502
C 0.118 -2.347 -1.078
H 3.345 -3.992 1.009
H 2.399 -4.810 -0.175
H 1.485 -3.799 -1.934
H 1.895 -2.097 -2.256
H -0.378 -3.115 -0.485
H -0.492 -2.171 -1.963
Se 5.345 4.564 -0.819
P 5.052 2.808 0.300
C 5.780 3.034 1.951
C 5.116 3.000 3.165
C 5.841 3.173 4.334
C 7.209 3.379 4.300
C 7.864 3.452 3.081
C 7.148 3.293 1.913
C 6.284 1.578 -0.346
C 6.785 1.688 -1.635
C 7.823 0.879 -2.061
C 8.389 -0.035 -1.192
C 7.874 -0.172 0.087
C 6.816 0.615 0.504
C 3.542 1.846 0.463
C 2.625 1.312 -0.456
N 1.683 0.725 0.294
N 2.005 0.849 1.553
N 3.105 1.511 1.685
P 2.774 1.179 -2.230
Se 1.191 0.380 -3.374
C 3.121 2.863 -2.811
C 2.330 3.838 -2.216
C 2.389 5.146 -2.654
C 3.256 5.492 -3.675
C 4.038 4.520 -4.276
C 3.964 3.202 -3.863
C 4.194 0.082 -2.567
C 4.821 -0.668 -1.581
C 5.803 -1.578 -1.930
C 6.200 -1.713 -3.248
C 5.554 -0.985 -4.235
C 4.530 -0.124 -3.902
H 4.054 2.812 3.182
H 5.331 3.131 5.285
H 7.771 3.481 5.218
H 8.930 3.625 3.039
H 7.644 3.358 0.952
H 6.373 2.442 -2.291
H 8.207 0.973 -3.066
H 9.232 -0.637 -1.503
H 8.312 -0.888 0.767
H 6.410 0.492 1.498
H 1.708 3.586 -1.366
H 1.791 5.882 -2.145
H 3.341 6.525 -3.984
H 4.720 4.791 -5.070
H 4.586 2.456 -4.339
H 4.521 -0.571 -0.548
H 6.259 -2.176 -1.156
H 6.989 -2.405 -3.507
H 5.834 -1.108 -5.271
H 3.942 0.359 -4.671
C -6.537 1.357 4.751
C -5.748 0.606 3.714
C -6.381 -0.198 2.771
C -5.637 -0.865 1.814
C -4.261 -0.738 1.789
C -3.611 0.044 2.725
C -4.361 0.709 3.680
S -3.384 -1.621 0.495
O -2.622 -2.684 1.100
O -4.394 -2.058 -0.455
N -2.332 -0.604 -0.141
C -2.501 0.340 -1.064
C -3.690 0.681 -1.732
C -3.674 1.750 -2.599
C -2.502 2.477 -2.786
C -1.367 2.050 -2.122
N -1.362 1.004 -1.321
H -7.517 0.904 4.899
H -6.686 2.390 4.428
H -5.998 1.375 5.698
H -7.459 -0.311 2.792
H -6.096 -1.497 1.069
H -2.536 0.129 2.728
H -3.854 1.313 4.418
H -4.567 0.078 -1.555
H -4.575 2.037 -3.128
H -2.467 3.344 -3.427
H -0.431 2.582 -2.236
N -1.494 7.300 5.463
C -0.706 6.751 4.448
C -0.742 7.283 3.162
C 0.063 6.755 2.171
C 0.923 5.705 2.444
C 0.985 5.186 3.722
C 0.178 5.707 4.719
S 1.680 4.892 1.017
O 3.074 4.581 1.253
O 1.397 5.802 -0.075
N 0.917 3.496 0.931
C -0.372 3.409 0.763
S -1.342 4.766 0.045
C -2.764 3.793 0.301
C -2.433 2.608 0.858
N -1.113 2.393 1.093
H -2.315 7.784 5.126
H -1.702 6.664 6.219
H -1.422 8.095 2.940
H 0.033 7.139 1.164
H 1.662 4.369 3.917
H 0.208 5.294 5.717
H -3.733 4.160 0.025
H -3.139 1.837 1.118
O -1.106 -1.280 4.262
C -0.642 -1.540 3.153
O -0.568 -0.693 2.208
C -0.018 -2.912 2.934
C 1.477 -2.694 3.015
Ge 2.078 -1.867 4.731
C 4.056 -1.827 4.439
C 4.735 -0.619 4.352
C 6.067 -0.569 3.985
C 6.748 -1.736 3.684
C 6.086 -2.950 3.757
C 4.755 -2.988 4.131
C 1.591 -3.151 6.191
C 0.255 -3.183 6.580
C -0.190 -4.097 7.520
C 0.694 -4.994 8.096
C 2.026 -4.970 7.721
C 2.469 -4.046 6.789
C 1.513 -0.102 5.414
C 1.731 0.136 6.767
C 1.384 1.347 7.334
C 0.773 2.314 6.553
C 0.527 2.074 5.212
C 0.917 0.877 4.633
H -0.336 -3.284 1.960
H -0.363 -3.588 3.720
H 1.792 -2.021 2.219
H 2.021 -3.639 2.900
H 4.197 0.295 4.555
H 6.571 0.387 3.927
H 7.789 -1.695 3.390
H 6.611 -3.867 3.513
H 4.243 -3.943 4.170
H -0.441 -2.494 6.118
H -1.233 -4.111 7.807
H 0.349 -5.706 8.835
H 2.722 -5.673 8.160
H 3.516 -4.022 6.515
H 2.175 -0.643 7.378
H 1.574 1.531 8.385
H 0.491 3.257 7.004
H 0.025 2.811 4.602
H 0.749 0.721 3.578
*
```

Output
Highest occupied orbital energy: -0.1067 Eh

Record 7
Density functional theory data (wB97M-V/def2-TZVPD) for C27H33AsN4O9PmS as an isolated structure.

```
! wB97M-V def2-TZVPD RIJCOSX def2/J DEFGRID3
* xyz -1 5
Pm 0.085 0.728 0.390
C 1.010 -0.107 -4.473
O -0.252 0.529 -4.568
C -1.319 -0.072 -3.937
C -2.398 -0.384 -4.734
C -3.579 -0.920 -4.160
C -3.667 -1.101 -2.822
C -2.578 -0.769 -1.923
C -2.813 -0.893 -0.587
N -1.819 -0.626 0.380
N -2.189 -0.774 1.623
C -1.153 -0.734 2.496
O 0.080 -0.663 2.154
C -1.511 -0.866 3.925
C -0.518 -1.203 4.843
C -0.828 -1.354 6.186
C -2.132 -1.157 6.627
C -3.121 -0.800 5.717
C -2.815 -0.657 4.373
C -1.303 -0.277 -2.530
O -0.228 -0.047 -1.850
H 1.669 0.460 -3.821
H 1.441 -0.146 -5.476
H 0.918 -1.125 -4.088
H -2.321 -0.193 -5.797
H -4.417 -1.175 -4.800
H -4.579 -1.491 -2.383
H -3.795 -1.200 -0.253
H 0.496 -1.320 4.484
H -0.050 -1.614 6.894
H -2.374 -1.269 7.677
H -4.135 -0.630 6.060
H -3.573 -0.377 3.653
O 1.440 2.589 -0.787
As -0.168 3.548 -0.907
O -0.098 4.551 0.694
O -1.202 2.277 -0.610
C 0.511 4.858 1.844
C 0.888 6.196 2.022
C 1.475 6.632 3.194
C 1.713 5.748 4.242
C 1.349 4.422 4.093
C 0.750 3.977 2.918
S 0.452 2.253 2.777
O -0.863 2.055 2.143
O 0.606 1.690 4.087
O 1.495 1.832 1.804
H 2.125 3.205 -0.503
H 0.695 6.880 1.204
H 1.746 7.677 3.296
H 2.177 6.088 5.159
H 1.510 3.701 4.883
C 3.646 0.330 0.777
N 2.669 -0.414 -0.021
C 2.963 -0.236 -1.444
C 2.819 -1.845 0.335
C 2.008 -2.850 -0.458
N 0.592 -2.848 -0.179
C -0.131 -3.477 -1.269
C 0.299 -3.525 1.073
H 4.666 -0.025 0.568
H 3.430 0.208 1.836
H 3.582 1.390 0.545
H 3.879 -0.776 -1.730
H 3.100 0.825 -1.647
H 2.127 -0.578 -2.042
H 2.590 -1.935 1.399
H 3.875 -2.121 0.192
H 2.441 -3.847 -0.256
H 2.146 -2.664 -1.523
H 0.188 -4.525 -1.419
H 0.033 -2.923 -2.193
H -1.197 -3.466 -1.058
H 0.652 -4.572 1.053
H -0.777 -3.523 1.245
H 0.765 -3.009 1.912
*
```

Output
Highest occupied orbital energy (alpha / beta): -0.1415 / -0.1412 Eh

Record 8
Density functional theory data (wB97M-V/def2-TZVPD) for a single C5H11N molecule.

```
! wB97M-V def2-TZVPD RIJCOSX def2/J DEFGRID3
* xyz 0 1
C -0.310 0.253 1.831
C -0.291 -0.542 0.515
C 1.196 -0.998 0.169
N -1.071 0.202 -0.483
C -0.436 1.349 -1.108
C -0.581 0.059 -1.831
H -0.096 1.315 1.652
H -1.275 0.211 2.352
H 0.449 -0.131 2.516
H -0.882 -1.455 0.664
H 1.938 -0.300 0.569
H 1.534 -1.177 -0.866
H 1.348 -1.970 0.645
H 0.559 1.641 -0.768
H -1.102 2.180 -1.335
H -1.300 -0.098 -2.629
H 0.319 -0.536 -1.894
*
```

Output
Highest occupied orbital energy: -0.3328 Eh
SMILES: CC(C)N1CC1

Energy (computed, Eh): -914.171379, -1943.332997, -12481.150571, -1260.685934, -999.554864, -12710.884916, -5187.390435, -251.801741